Record 1
Formula: C5H7N
Source: the Open Molecules 2025 dataset
Level of theory: ωB97M-V/def2-TZVPD

Results
* energy relative to the best compared isomer or geometry (same formula, charge and spin): 37.58 kcal per mole
* SMILES: C1=C[C@H]2N[C@H]2C1
* HOMO: -0.332 hartree

ORCA input file:
```
! RIJCOSX wB97M-V def2-TZVPD def2/J DEFGRID3
* xyz 0 1
C 1.125 -0.033 -0.739
C 0.543 1.144 -0.502
C -0.582 0.980 0.475
N -1.726 0.213 -0.032
C -0.693 -0.474 0.736
C 0.518 -1.135 0.102
H 1.934 -0.206 -1.442
H 0.786 2.077 -1.006
H -0.747 1.669 1.294
H -1.608 0.065 -1.033
H -1.056 -0.846 1.690
H 1.207 -1.405 0.914
H 0.299 -2.050 -0.458
*
```

=====

Record 2
Formula: C33H45BN12O2Pb
Source: the Open Molecules 2025 dataset
Level of theory: ωB97M-V/def2-TZVPD

Results
* ⟨S²⟩: 0.7653
* energy relative to the best compared isomer or geometry (same formula, charge and spin): 12.93 kcal per mole
* HOMO (spin up / spin down): -0.083 / -0.178 hartree

ORCA input file:
```
! RIJCOSX wB97M-V def2-TZVPD def2/J DEFGRID3
* xyz -1 2
Pb -0.071 0.913 0.144
C -0.274 -2.737 3.188
C -0.817 -1.324 3.443
C -1.873 -0.963 2.400
C 0.320 -0.343 3.506
C 1.232 -0.190 4.560
C 2.108 0.783 4.133
N 1.730 1.184 2.908
N 0.636 0.484 2.513
B 2.457 2.235 2.043
N 1.498 3.413 1.708
C 1.717 4.690 2.038
C 0.646 5.443 1.607
C -0.217 4.526 0.996
N 0.305 3.297 1.062
C -1.573 4.848 0.433
C -2.647 4.674 1.514
C -1.926 4.037 -0.806
N 3.043 1.647 0.739
C 4.344 1.509 0.462
C 4.473 0.962 -0.797
C 3.162 0.780 -1.246
N 2.304 1.206 -0.315
C 2.729 0.156 -2.543
C 1.531 0.865 -3.180
C 2.440 -1.337 -2.338
H -1.098 -3.454 3.123
H 0.291 -2.756 2.253
H 0.397 -3.050 3.990
H -1.286 -1.306 4.431
H -1.484 -1.102 1.387
H -2.738 -1.622 2.498
H -2.218 0.070 2.518
H 1.248 -0.728 5.494
H 2.983 1.198 4.606
H 3.371 2.674 2.687
H 2.617 4.972 2.560
H 0.502 6.506 1.715
H -1.540 5.907 0.161
H -2.768 3.616 1.758
H -2.374 5.204 2.429
H -3.608 5.056 1.164
H -2.028 2.980 -0.565
H -2.878 4.364 -1.229
H -1.156 4.120 -1.576
H 5.092 1.798 1.183
H 5.387 0.692 -1.301
H 3.582 0.253 -3.217
H 0.598 0.671 -2.644
H 1.681 1.946 -3.216
H 1.382 0.505 -4.200
H 1.547 -1.472 -1.723
H 2.275 -1.831 -3.301
H 3.270 -1.829 -1.828
C 1.271 -4.133 -0.341
N -0.045 -4.227 -0.952
C -0.336 -5.458 -1.662
C -1.832 -5.638 -1.802
C -2.387 -4.399 -2.471
N -2.010 -3.213 -1.723
C -2.803 -2.022 -1.982
C -0.820 -3.099 -1.052
O -0.463 -2.045 -0.526
H 1.391 -4.931 0.395
H 1.388 -3.177 0.159
H 2.058 -4.236 -1.096
H 0.107 -6.281 -1.099
H 0.135 -5.455 -2.655
H -2.277 -5.742 -0.810
H -2.061 -6.532 -2.383
H -3.476 -4.430 -2.519
H -2.019 -4.336 -3.505
H -3.825 -2.161 -1.619
H -2.846 -1.811 -3.056
H -2.347 -1.167 -1.498
O -1.686 0.982 -1.757
N -2.932 1.313 -2.164
C -4.004 1.200 -1.296
C -5.276 1.422 -1.733
C -5.542 1.761 -3.081
C -4.419 1.850 -3.947
C -3.157 1.627 -3.490
H -3.747 0.931 -0.282
H -6.084 1.334 -1.016
H -6.548 1.933 -3.435
H -4.547 2.102 -4.993
H -2.265 1.677 -4.097
N 2.738 -1.876 1.375
C 3.754 -1.523 1.806
C 5.010 -1.132 2.325
C 6.143 -1.128 1.475
N 7.058 -1.124 0.766
C 5.135 -0.687 3.663
N 5.241 -0.309 4.752
*
```

=====

Record 3
Formula: C4H7NO
Source: the Open Molecules 2025 dataset
Level of theory: ωB97M-V/def2-TZVPD

Results
* energy relative to the best compared isomer or geometry (same formula, charge and spin): 82.16 kcal per mole
* SMILES: C/C([O-])=C1\C[NH2+]1
* HOMO: -0.295 hartree

ORCA input file:
```
! RIJCOSX wB97M-V def2-TZVPD def2/J DEFGRID3
* xyz 0 1
C -0.594 -0.554 1.885
C -0.691 -0.273 0.411
O -1.598 -0.739 -0.289
C 0.266 0.681 -0.090
C 1.331 0.238 -0.984
N 0.092 0.731 -1.622
H 0.375 -0.220 2.264
H -0.751 -1.618 2.061
H -1.380 0.010 2.399
H 1.449 -0.828 -1.195
H 2.231 0.821 -1.173
H -0.131 1.706 -1.725
H -0.598 0.045 -1.943
*
```

=====

In the order shown, the computed total energy values come out to -6786.883 -62854.287 -7796.082 eV.